# 1
DFT (ωB97M-V with the def2-TZVPD basis set) results for a 3-piece molecular cluster, C22H48BrN4O10P2S overall.

The value obtained for the frontier orbital gap is 7.4 eV. Its charge is +1. As for the multiplicity: 1. The LUMO energy comes out at -4.08 eV.

The geometry in XYZ format:
```
88
C22H48BrN4O10P2S (ωB97M-V with the def2-TZVPD basis set)
C -2.0353 -0.2037 -3.1799
C -1.0594 -0.3715 -1.9123
S -0.8618 1.1654 -0.8821
C 0.3579 2.3406 -1.6304
N -0.1692 3.0275 -2.8525
C -1.4171 3.7230 -3.0465
N -2.4122 3.8974 -2.1541
C -3.6906 4.6011 -2.4658
C -3.7646 6.0906 -1.8586
O -4.9959 6.6759 -2.3736
C -6.1293 6.1325 -1.7327
O -6.0845 5.4654 -0.6620
C -7.6063 6.3888 -2.3239
C -7.7485 6.0338 -3.8829
N -1.5051 4.2541 -4.3879
C -0.3015 3.8476 -5.0491
N 0.4349 3.1127 -4.0707
Br 2.0649 2.4198 -4.6507
H -3.0647 -0.6724 -2.9904
H -1.5760 -0.7520 -4.0698
H -2.2017 0.8739 -3.5065
H -1.5431 -1.1686 -1.2424
H -0.0097 -0.7106 -2.2383
H 1.2881 1.7372 -1.9453
H 0.7395 3.0936 -0.8485
H -2.3310 3.5133 -1.1960
H -4.5433 3.9367 -2.0680
H -3.8940 4.7075 -3.5867
H -2.9033 6.6728 -2.3531
H -3.6762 6.1261 -0.7275
H -7.8630 7.4747 -2.0859
H -8.3311 5.7209 -1.7556
H -8.2087 6.9487 -4.4064
H -8.5277 5.1986 -3.9834
H -6.7829 5.7347 -4.3992
H -0.0576 4.1035 -6.1227
O -0.0177 -4.7145 -1.5716
P 0.9411 -5.8715 -1.2736
O 0.2437 -6.3558 0.1462
C -0.9463 -7.1310 0.0757
C -0.6813 -8.5263 -0.4625
O 2.1640 -4.9350 -0.6415
C 2.2283 -3.5486 -0.9531
C 1.4400 -2.7160 0.0480
O 2.0278 -7.1877 -1.1033
C 2.4530 -7.7760 -2.3376
C 3.1522 -6.7805 -3.2430
H -1.6919 -6.6133 -0.5355
H -1.3407 -7.2048 1.0915
H -0.4112 -8.4874 -1.5224
H -1.5683 -9.1556 -0.3670
H 0.1486 -8.9988 0.0674
H 1.8842 -3.3703 -1.9765
H 3.2788 -3.2492 -0.9217
H 0.4678 -3.1469 0.2850
H 1.2845 -1.7012 -0.3298
H 1.9815 -2.6512 0.9956
H 1.5856 -8.2103 -2.8437
H 3.1333 -8.5927 -2.0886
H 2.4730 -5.9745 -3.5501
H 3.5122 -7.2750 -4.1486
H 3.9964 -6.3144 -2.7317
O 3.6722 1.4772 3.2880
P 3.2447 1.0474 4.6942
O 3.2197 -0.5829 4.4118
C 4.4612 -1.2760 4.3889
C 5.0891 -1.3571 5.7694
O 1.6210 1.3575 4.4922
C 1.1911 2.2513 3.4729
C 0.9391 1.5191 2.1624
O 2.8491 0.6964 6.3256
C 3.4035 1.6045 7.2843
C 2.9574 3.0351 7.0519
H 5.1422 -0.7962 3.6793
H 4.2573 -2.2856 4.0252
H 5.4237 -0.3693 6.1010
H 5.9572 -2.0192 5.7642
H 4.3691 -1.7206 6.5058
H 1.9153 3.0606 3.3426
H 0.2616 2.7169 3.8097
H 1.7223 0.8002 1.9236
H 0.8550 2.2271 1.3334
H 0.0093 0.9470 2.2210
H 4.4949 1.5340 7.2534
H 3.0786 1.2702 8.2714
H 3.3161 3.4134 6.0857
H 3.3524 3.6900 7.8325
H 1.8684 3.1075 7.0431
```

# 2
DFT (ωB97M-V with the def2-TZVPD basis set) results for the molecule C6H4O2.

The value obtained for the frontier orbital gap is 10.1 eV. Its charge is 0. As for the multiplicity: 1. The LUMO energy comes out at 0.57 eV. Its energy above the lowest of the compared OMol25 structures with the same formula, charge and spin is 222.3 kJ/mol. As for the SMILES: C#C[C@H]1C=COC1=O.

The geometry in XYZ format:
```
12
C6H4O2 (ωB97M-V with the def2-TZVPD basis set)
C 0.1861 -0.0493 2.7744
C -0.2690 -0.0674 1.6053
C -0.6327 -0.4918 0.3238
C -1.4159 0.6119 -0.4115
C -0.6633 1.1046 -1.4216
O 0.4611 0.4134 -1.5340
C 0.6216 -0.4754 -0.5217
O 1.6540 -1.1033 -0.4262
H 0.5669 0.3840 3.6848
H -1.2587 -1.4380 0.2132
H -2.3844 0.8495 -0.2600
H -0.8051 1.9277 -2.0491
```

# 3
DFT (ωB97M-V with the def2-TZVPD basis set) results for C41H50ClGeN4OTl as an isolated structure.

The value obtained for the frontier orbital gap is 6.6 eV. Its charge is 0. As for the multiplicity: 1. The LUMO energy comes out at -0.49 eV. Its energy above the lowest of the compared OMol25 structures with the same formula, charge and spin is 96.0 kJ/mol.

The geometry in XYZ format:
```
99
C41H50ClGeN4OTl (ωB97M-V with the def2-TZVPD basis set)
Tl -0.1466 -1.0892 0.0379
Cl 1.4135 -2.2099 -6.6860
C 1.5998 -2.0192 -4.9612
C 2.6611 -2.6265 -4.2999
C 2.7754 -2.5077 -2.9309
C 1.8543 -1.7566 -2.1642
O 1.9739 -1.6476 -0.8787
C 0.8073 -1.0936 -2.8793
C -0.1406 -0.2342 -2.1204
N 0.3554 1.2483 -1.9394
C -0.4203 2.1507 -2.7826
C -0.2601 2.1904 -4.1381
C -1.0597 3.0410 -4.9246
C -2.0158 3.8306 -4.3503
C -2.2091 3.8063 -2.9522
C -3.1605 4.6070 -2.2782
C -3.2512 4.5391 -0.9189
C -2.3841 3.6723 -0.2187
N -1.4987 2.9152 -0.8084
C -1.4013 2.9622 -2.1552
C 0.6849 -1.2639 -4.2563
H 3.3924 -3.1925 -4.8625
H 3.5908 -2.9889 -2.4055
H -1.0986 -0.1655 -2.6261
H 0.4774 1.5618 -4.6222
H -0.9032 3.0653 -5.9944
H -2.6345 4.4831 -4.9543
H -3.8015 5.2641 -2.8536
H -3.9707 5.1317 -0.3707
H -2.4303 3.5981 0.8636
H -0.1472 -0.8029 -4.7776
C 1.7597 3.7402 -0.9159
C 2.5488 2.4719 -1.2525
C 1.8394 1.3919 -2.1002
C 3.1937 1.8549 -0.0209
C 4.5551 2.0856 0.1439
C 5.2560 1.5577 1.2119
C 4.5982 0.7325 2.1029
C 3.2440 0.4515 1.9642
C 2.6208 -0.5684 2.9022
C 3.3296 -1.9209 2.7546
C 2.6385 -0.0929 4.3594
C 2.5189 1.0653 0.9239
N 1.1062 0.8737 0.8512
C 0.4166 1.3787 1.8440
C -0.9572 1.1824 2.0326
C -1.7650 1.7020 3.0623
C -3.0497 1.2689 2.7925
C -2.9822 0.4957 1.6068
N -1.7208 0.4342 1.1624
C -4.1723 -0.0338 0.8262
C -3.9703 -1.4636 0.3266
C -5.4392 0.0123 1.6831
C -4.3670 0.8756 -0.3993
H 1.3473 4.1967 -1.8182
H 2.4306 4.4617 -0.4483
H 0.9508 3.5419 -0.2177
H 3.3816 2.7955 -1.8792
H 0.1464 1.5055 -0.9597
H 2.2787 0.4466 -1.8097
H 2.0417 1.5388 -3.1582
H 5.0682 2.7001 -0.5871
H 6.3129 1.7628 1.3230
H 5.1550 0.2909 2.9208
H 1.5812 -0.7275 2.6166
H 4.4107 -1.8188 2.8493
H 3.1097 -2.3519 1.7757
H 2.9837 -2.6087 3.5273
H 3.6570 -0.0698 4.7515
H 2.0483 -0.7671 4.9827
H 2.2172 0.9095 4.4530
H 0.9293 2.0067 2.5752
H -1.4238 2.3124 3.8860
H -3.9331 1.4791 3.3737
H -3.9095 -2.1680 1.1568
H -3.0622 -1.5382 -0.2701
H -4.8136 -1.7513 -0.3052
H -5.3165 -0.5749 2.5950
H -6.2776 -0.4000 1.1189
H -5.6923 1.0361 1.9627
H -3.4833 0.8364 -1.0396
H -4.5193 1.9094 -0.0881
H -5.2374 0.5571 -0.9790
C 0.8544 -3.8716 3.5060
Ge -0.0458 -4.4372 1.8455
C -1.5636 -5.6068 2.3465
C 1.1495 -5.3665 0.5935
C -0.9778 -2.9343 1.0009
H 0.5684 -4.5453 4.3142
H 0.5509 -2.8584 3.7737
H 1.9383 -3.8931 3.4061
H -1.2370 -6.4998 2.8820
H -2.1104 -5.9214 1.4564
H -2.2514 -5.0559 2.9901
H 1.6857 -6.1723 1.0954
H 1.8748 -4.6750 0.1637
H 0.5599 -5.7966 -0.2168
H -1.6781 -2.5165 1.7232
H -1.5536 -3.3250 0.1587
```

# 4
DFT (ωB97M-V with the def2-TZVPD basis set) results for the molecule C19H23BrN2O.

The value obtained for the frontier orbital gap is 9.4 eV. Its charge is 0. As for the multiplicity: 1. The LUMO energy comes out at 0.68 eV. Its energy above the lowest of the compared OMol25 structures with the same formula, charge and spin is 13.3 kJ/mol. As for the SMILES: CCc1cccc(C)c1NC(=O)CN(C)Cc1ccc(Br)cc1.

The geometry in XYZ format:
```
46
C19H23BrN2O (ωB97M-V with the def2-TZVPD basis set)
C 3.0531 0.6784 -0.2904
C 2.1747 -0.0525 0.7283
C 2.2089 -1.5399 0.5027
C 3.1755 -2.3077 1.1336
C 3.2463 -3.6714 0.9176
C 2.3628 -4.2724 0.0422
C 1.3898 -3.5349 -0.6204
C 0.4896 -4.2046 -1.6084
C 1.3035 -2.1637 -0.3621
N 0.3250 -1.3719 -1.0064
C -1.0147 -1.5721 -1.0012
O -1.5848 -2.5081 -0.4867
C -1.7438 -0.4539 -1.7487
N -1.5271 0.8224 -1.0786
C -1.8264 1.9387 -1.9555
C -2.3253 0.8686 0.1486
C -2.0743 2.1182 0.9448
C -2.9681 3.1821 0.8959
C -2.7376 4.3414 1.6141
C -1.5958 4.4352 2.3898
Br -1.2636 6.0310 3.3797
C -0.6940 3.3879 2.4634
C -0.9424 2.2349 1.7420
H 3.0068 1.7532 -0.1291
H 4.0874 0.3568 -0.1933
H 2.7316 0.4685 -1.3089
H 1.1510 0.3188 0.6572
H 2.5441 0.1660 1.7323
H 3.8723 -1.8294 1.8066
H 3.9961 -4.2619 1.4224
H 2.4315 -5.3341 -0.1447
H -0.5120 -4.3103 -1.1924
H 0.8703 -5.1902 -1.8639
H 0.4048 -3.6089 -2.5167
H 0.6183 -0.4479 -1.2919
H -1.3345 -0.3935 -2.7607
H -2.8113 -0.7162 -1.8187
H -2.8777 1.9566 -2.2783
H -1.6037 2.8690 -1.4360
H -1.1925 1.8772 -2.8392
H -2.0516 -0.0071 0.7437
H -3.4015 0.7971 -0.0871
H -3.8606 3.1065 0.2919
H -3.4371 5.1622 1.5722
H 0.1874 3.4714 3.0804
H -0.2504 1.4102 1.8101
```

For reference, max |F| by record: 9.30 7.25 1.04 0.57 eV Å⁻¹.